(1)
{
  "formula": "C12H19N3O5S",
  "method": "ωB97M-V with the def2-TZVPD basis set",
  "elements": ["H", "N", "C", "N", "C", "C", "S", "C", "C", "C", "C", "C", "O", "O", "C", "C", "O", "N", "C", "C", "O", "O", "H", "H", "H", "H", "H", "H", "H", "H", "H", "H", "H", "H", "H", "H", "H", "H", "H", "H"],
  "coordinates": [[6.3202, 4.3083, 1.5070], [5.5825, 3.7729, 1.0559], [4.4692, 3.4753, 1.7746], [3.5340, 2.7909, 1.0818], [2.2304, 2.4673, 1.6078], [2.0181, 0.9667, 1.5546], [1.3501, 0.5687, -0.1175], [0.9122, -1.1721, -0.0157], [0.1243, -1.6440, -1.2830], [-1.2374, -2.0461, -0.7846], [-2.2300, -0.8572, -1.0179], [-3.4630, -1.0449, -0.0599], [-3.6314, -0.0135, 0.5987], [-4.3466, -2.0257, -0.0760], [-2.7828, -0.8630, -2.5397], [-2.8914, 0.6147, -3.0333], [-2.1347, -1.4643, -3.6363], [-1.0828, -2.2017, 0.6160], [0.0080, -1.6794, 1.0948], [0.4369, -1.8989, 2.4516], [1.6783, -1.8597, 2.7382], [-0.6034, -2.1300, 3.3435], [4.3429, 3.7768, 2.7864], [3.7508, 2.7806, 0.0726], [2.2775, 2.7154, 2.6628], [1.3759, 3.0514, 1.1599], [2.8752, 0.4129, 1.6537], [1.4595, 0.5826, 2.3435], [1.8172, -1.7975, -0.1375], [0.6817, -2.5231, -1.7392], [0.0348, -0.8737, -2.0583], [-1.6660, -3.0025, -1.2010], [-1.8394, 0.1692, -0.8165], [-5.0272, -1.7726, 0.5851], [-3.7190, -1.3428, -2.4882], [-3.4379, 0.6735, -4.0340], [-3.4520, 1.2574, -2.3516], [-1.8821, 1.0667, -3.2491], [-1.6680, -0.8452, -4.2356], [-0.1846, -2.3933, 4.1863]],
  "forces_ev_per_a": [[-0.55, -0.15, 0.57], [-2.96, -0.78, 1.69], [4.65, 1.14, -3.87], [-0.26, 0.62, -0.42], [0.02, -0.05, 0.19], [-1.37, 0.85, -2.11], [-0.46, 0.27, 0.56], [0.76, -1.26, -1.05], [1.21, -0.49, -1.24], [-0.52, 0.69, -0.79], [-0.96, -2.37, -1.40], [1.05, 4.70, 0.05], [-0.63, -1.83, 0.07], [0.16, -0.55, -0.04], [0.92, 3.09, -0.58], [-0.87, 0.30, -0.79], [1.36, -1.53, -0.05], [0.79, 0.28, 3.17], [-1.82, -0.93, -3.55], [3.07, 0.06, 3.11], [-4.86, -0.39, -0.54], [2.24, 0.07, -0.97], [-0.52, -0.08, 0.86], [-0.37, -0.22, 0.91], [-0.15, 0.29, 0.21], [0.86, -0.61, 0.25], [2.61, -0.80, 0.09], [-1.83, -0.24, 1.11], [-0.08, 0.59, 1.05], [-0.73, 1.08, 0.47], [0.26, -0.15, 0.14], [0.44, 1.07, 0.22], [0.03, -1.21, 0.31], [0.39, -0.12, -0.34], [-1.31, -0.46, -0.05], [0.55, -0.34, 1.29], [0.23, 0.07, 0.09], [-0.75, -0.55, 0.63], [-0.49, -0.28, 1.04], [-0.13, 0.21, -0.30]],
  "total_energy_ev": -38293.074,
  "smiles": "[H]/N=C/NCCS[C@@H]1C[C@H]([C@H](C(=O)O)[C@@H](C)O)N=C1C(=O)O",
  "relative_energy_ev": 0.450
}

=====

(2)
{
  "formula": "C12H19N4O3PdS2",
  "method": "ωB97M-V with the def2-TZVPD basis set",
  "elements": ["Pd", "O", "N", "N", "O", "C", "C", "C", "C", "C", "C", "H", "H", "H", "H", "H", "C", "N", "C", "C", "N", "C", "S", "H", "H", "H", "H", "H", "H", "H", "H", "C", "S", "C", "O", "H", "H", "H", "H", "H", "H"],
  "coordinates": [[-0.1487, -0.1347, 0.1722], [-0.2146, -1.9846, -0.4157], [0.0867, -1.2045, -1.4149], [1.4979, -1.1400, -1.5974], [2.0566, -0.1419, -0.9924], [2.1815, -2.0953, -2.2836], [1.4953, -3.0812, -3.0098], [2.2037, -4.0888, -3.6236], [3.5892, -4.1441, -3.5298], [4.2739, -3.1405, -2.8542], [3.5885, -2.1154, -2.2398], [0.4202, -3.0393, -3.0854], [1.6801, -4.8394, -4.1929], [4.1369, -4.9578, -3.9813], [5.3517, -3.1620, -2.8081], [4.1088, -1.3400, -1.7013], [1.5633, 2.8559, -2.3267], [0.4746, 2.1443, -2.9263], [0.4987, 1.7180, -4.3156], [-0.7295, 0.7976, -4.4292], [-1.3341, 0.9257, -3.1166], [-0.5703, 1.6450, -2.2871], [-0.9913, 1.9694, -0.6598], [2.4978, 2.4990, -2.7537], [1.5729, 2.6539, -1.2547], [1.4758, 3.9299, -2.4948], [1.4360, 1.1983, -4.5255], [0.4278, 2.5879, -4.9739], [-0.4543, -0.2413, -4.6326], [-1.4216, 1.1347, -5.2025], [-2.1443, 0.4053, -2.8283], [-1.1039, -0.4484, 4.5450], [-0.4699, -0.8675, 2.8772], [1.2366, -1.2598, 3.4026], [-0.3226, 0.4764, 2.1980], [-1.0706, -1.3428, 5.1583], [-2.1301, -0.1111, 4.4440], [-0.5053, 0.3472, 4.9744], [1.2118, -2.0862, 4.1046], [1.6729, -0.3763, 3.8578], [1.8072, -1.5348, 2.5159]],
  "forces_ev_per_a": [[-1.37, 3.12, 0.47], [0.50, -3.26, -0.27], [-0.06, 0.71, -0.34], [1.61, 3.57, 3.03], [-1.11, -3.64, -3.02], [1.05, -0.90, -0.83], [-0.32, 0.13, 0.12], [-0.01, -0.14, -0.09], [-0.14, 0.22, 0.11], [0.11, 0.16, 0.08], [-0.07, 0.10, 0.08], [-0.09, 0.01, 0.02], [-0.12, -0.09, 0.01], [0.00, -0.03, -0.09], [0.07, 0.00, 0.05], [0.05, 0.05, 0.08], [0.27, 0.26, 0.37], [-0.04, -0.51, -0.15], [0.08, 0.09, -0.32], [-0.12, -0.10, -0.34], [0.25, 0.14, -0.20], [-0.91, 0.13, 0.58], [0.23, 0.15, 0.18], [0.09, 0.00, -0.09], [-0.06, 0.12, -0.10], [0.05, 0.00, 0.02], [-0.01, 0.03, -0.07], [0.04, -0.10, -0.01], [0.00, 0.08, -0.02], [0.10, -0.07, -0.01], [0.09, 0.15, 0.25], [0.12, -0.17, -0.64], [0.50, -0.23, 1.89], [-0.49, -0.03, -0.29], [-0.20, 0.15, -0.45], [0.02, -0.12, 0.06], [-0.09, -0.03, -0.15], [0.20, 0.07, -0.04], [0.00, -0.15, 0.06], [-0.09, 0.14, 0.06], [-0.12, -0.03, 0.00]],
  "charge": 1,
  "total_energy_ev": -49993.526
}

=====

(3)
{
  "formula": "C12H20AlB3BeBr6ClF11Li2O9PS2",
  "method": "ωB97M-V with the def2-TZVPD basis set",
  "elements": ["C", "C", "P", "C", "C", "C", "C", "O", "C", "O", "S", "O", "O", "C", "C", "B", "O", "O", "H", "H", "H", "H", "H", "H", "H", "H", "H", "H", "H", "H", "H", "H", "H", "H", "H", "H", "C", "Br", "Br", "Br", "H", "C", "Br", "Br", "Br", "H", "Cl", "Li", "Be", "B", "F", "F", "F", "F", "B", "F", "F", "F", "F", "Li", "C", "F", "F", "F", "S", "O", "O", "O", "Al"],
  "coordinates": [[4.8708, -2.2002, 0.2964], [3.6902, -1.4311, -0.4319], [2.3095, -0.8471, 0.7169], [3.1454, 0.1220, 2.1085], [1.3523, -2.3273, 1.4425], [-0.0605, -1.7404, 1.9924], [-0.2644, -0.2096, 1.5969], [-0.7683, 0.1366, 0.5222], [2.0640, -2.9915, 2.7119], [2.9729, -4.0521, 2.3963], [2.1534, -5.4402, 1.9103], [1.8180, -6.3534, 3.0197], [2.9995, -6.0417, 0.8379], [0.6449, -4.7892, 1.0218], [1.1541, -3.4403, 0.3093], [0.2192, -2.9820, -0.9205], [0.2991, -1.7411, -1.6222], [-0.7590, -3.9271, -1.3758], [4.6265, -3.2638, 0.5662], [5.2839, -1.6862, 1.2024], [5.7249, -2.2405, -0.4527], [4.1181, -0.5529, -0.9947], [3.2293, -2.1238, -1.1935], [4.2998, 0.1270, 2.0434], [2.8502, 1.2035, 1.9184], [2.7370, -0.1324, 3.1238], [-0.0160, -1.7439, 3.1284], [-0.9591, -2.4020, 1.7109], [0.0288, 0.5718, 2.3668], [2.6122, -2.2716, 3.3749], [1.2428, -3.4469, 3.3583], [0.3862, -5.5538, 0.2323], [-0.1915, -4.6016, 1.7550], [2.1699, -3.7086, -0.1310], [1.0924, -1.6776, -2.1816], [-0.6421, -4.0405, -2.3377], [-4.4861, -0.4649, -1.3005], [-2.9745, -1.6425, -1.5773], [-4.4297, 0.3986, 0.4301], [-4.6896, 0.8117, -2.7593], [-5.3863, -1.0856, -1.3087], [1.2395, 4.1541, 3.0623], [-0.3192, 4.2734, 1.8722], [1.2687, 2.4938, 4.0500], [2.8958, 4.4679, 2.1123], [1.1312, 4.9525, 3.7946], [5.9137, 0.0401, 2.7321], [-0.9327, 1.8388, -0.4024], [-2.4207, -3.6373, 2.0609], [7.0424, 3.7981, 1.7318], [7.1573, 2.8856, 2.8204], [5.6689, 4.1746, 1.5862], [7.8274, 4.9423, 1.9908], [7.4888, 3.1689, 0.5429], [-8.0739, -0.6603, 0.1688], [-7.4867, 0.1411, 1.1797], [-9.1291, -1.4226, 0.7170], [-8.5754, 0.1750, -0.8609], [-7.0731, -1.5295, -0.3698], [-3.9729, 1.9234, -4.7153], [-5.1531, 6.0894, -7.3690], [-3.8134, 6.0733, -7.3749], [-5.5266, 7.3027, -7.7630], [-5.5539, 5.2343, -8.3117], [-5.8405, 5.6582, -5.7052], [-5.3197, 6.6652, -4.7908], [-5.3456, 4.3158, -5.4166], [-7.2882, 5.7136, -5.8487], [-0.2774, 6.5497, 0.9998]],
  "forces_ev_per_a": [[0.33, -0.33, -0.29], [0.56, -0.57, -0.52], [2.03, -0.34, 1.18], [-3.20, 0.38, -0.40], [0.11, -0.33, 0.10], [0.85, 1.25, 0.67], [-0.77, -0.87, -0.65], [0.65, 0.14, 1.43], [-0.72, -0.53, 0.97], [-1.57, -0.20, -0.70], [1.79, -4.74, -1.07], [0.25, 3.22, -1.99], [-2.01, 2.39, 2.44], [0.93, 1.09, -0.44], [-0.29, -0.13, 0.98], [-1.32, -0.95, -1.35], [0.78, -1.34, 0.62], [2.21, 1.36, 0.62], [-0.04, 1.12, -0.25], [-0.47, -0.45, -0.90], [-0.98, 0.16, 0.84], [-0.67, -0.65, 0.71], [0.37, 0.83, 0.72], [1.71, -0.31, 0.06], [1.13, -0.97, 0.26], [0.59, 0.11, -0.93], [-0.12, -0.04, -1.26], [1.11, 1.03, -0.17], [-0.17, -0.84, -0.64], [-0.42, -0.61, -0.77], [0.82, 0.68, -0.64], [0.27, 0.65, 1.18], [0.74, -0.37, -0.65], [-1.06, 0.32, 0.48], [-0.24, 0.17, 0.20], [-0.70, 0.13, 0.21], [0.28, -0.72, 0.69], [-0.24, 0.31, 0.02], [0.09, 0.02, -0.65], [-0.48, 0.10, 0.46], [-0.22, 0.28, -0.01], [1.85, 0.00, 0.62], [-0.71, -2.10, 0.56], [-0.31, 0.47, -0.20], [-0.30, -0.26, 0.20], [-0.34, -0.11, -0.14], [-1.13, 0.59, -0.28], [-0.21, -0.69, 0.21], [-0.75, -0.43, -0.03], [1.17, 0.33, -0.35], [-0.29, 0.06, -0.27], [-0.36, -0.14, 0.03], [-0.74, -0.82, -0.07], [-0.56, 0.20, 0.67], [-0.73, 0.01, 0.18], [-0.04, -0.30, -0.40], [0.78, 0.52, -0.40], [0.44, -0.43, 0.45], [0.13, 0.28, 0.00], [-0.21, 0.41, -0.69], [0.63, 0.73, -2.23], [-0.27, -0.28, 0.83], [-0.26, -0.32, 0.90], [-0.24, -0.26, 0.87], [-0.03, 0.34, -0.45], [-0.26, -0.49, -0.19], [0.13, -0.04, 0.14], [0.55, -0.07, 0.27], [0.16, 2.42, -0.78]],
  "charge": 3,
  "total_energy_ev": -534228.715
}